No. 1
DFT (ωB97M-V/def2-TZVPD) results for an isolated molecule of C4H9NO.

Structure (ORCA input):
```
! RIJCOSX wB97M-V def2-TZVPD def2/J DEFGRID3
* xyz 0 1
C -0.38 0.99 1.43
C -0.19 0.44 0.01
C 1.24 0.54 -0.56
N -0.63 -0.96 0.01
C -0.62 -1.68 -1.13
O -0.40 -1.22 -2.24
H 0.12 1.95 1.56
H 0.02 0.30 2.20
H -1.45 1.13 1.65
H -0.85 0.99 -0.66
H 1.31 0.00 -1.51
H 1.99 0.12 0.12
H 1.48 1.58 -0.79
H -0.84 -1.42 0.88
H -0.82 -2.76 -0.97
*
```

Total energy = -287.8154 a.u.
E_LUMO = 0.93 eV
SMILES = CC(C)NC=O
Maximum force = 0.403 eV/Å

Löwdin atomic charge list, values in e, 8 entries: number 1, C, carries -0.064; number 2, C, carries -0.410; number 3, C, carries -0.057; number 4, N, carries 0.039; number 5, C, carries -0.365; number 6, O, carries 0.004; number 7, H, carries 0.078; number 8, H, carries 0.077


No. 2
DFT (ωB97M-V/def2-TZVPD) results for an isolated molecule of C4H9NO at a distorted geometry.

Structure (ORCA input):
```
! RIJCOSX wB97M-V def2-TZVPD def2/J DEFGRID3
* xyz 0 1
C -1.79 -1.51 0.70
N -0.48 -1.58 0.28
C 0.45 -0.49 0.54
C 0.05 0.86 -0.12
C 1.23 1.54 -0.83
O -2.16 -0.94 1.69
H -2.44 -2.10 0.04
H -0.42 -1.88 -0.68
H 1.45 -0.69 0.16
H 0.53 -0.38 1.62
H -0.45 1.53 0.56
H -0.61 0.57 -0.95
H 0.93 2.50 -1.20
H 2.10 1.68 -0.18
H 1.60 0.89 -1.62
*
```

Total energy = -287.8023 a.u.
E_LUMO = 0.91 eV
SMILES = CCCNC=O
Maximum force = 1.219 eV/Å

Löwdin atomic charge list, values in e, 8 entries: number 1, C, carries -0.372; number 2, N, carries 0.003; number 3, C, carries -0.201; number 4, C, carries -0.230; number 5, C, carries -0.122; number 6, O, carries 0.040; number 7, H, carries 0.125; number 8, H, carries 0.119


No. 3
DFT (ωB97M-V/def2-TZVPD) results for an isolated molecule of C4H9NO.

Structure (ORCA input):
```
! RIJCOSX wB97M-V def2-TZVPD def2/J DEFGRID3
* xyz 0 1
C 1.00 -1.99 -0.80
C 0.44 -0.70 -0.22
O -0.82 -0.40 -0.83
C -1.64 0.52 -0.25
N -1.47 1.42 0.61
C -0.20 1.94 1.04
H 0.34 -2.83 -0.60
H 1.16 -1.91 -1.88
H 1.97 -2.19 -0.33
H 0.31 -0.80 0.86
H 1.14 0.12 -0.41
H -2.64 0.47 -0.68
H 0.42 2.19 0.17
H 0.38 1.29 1.71
H -0.40 2.87 1.58
*
```

Total energy = -287.7643 a.u.
E_LUMO = 0.92 eV
SMILES = CCO/C=N\C
Maximum force = 0.562 eV/Å

Löwdin atomic charge list, values in e, 8 entries: number 1, C, carries -0.072; number 2, C, carries -0.262; number 3, O, carries -0.062; number 4, C, carries -0.262; number 5, N, carries 0.001; number 6, C, carries -0.152; number 7, H, carries 0.079; number 8, H, carries 0.079


No. 4
DFT (ωB97M-V/def2-TZVPD) results for a cluster of 2 separate species, C4H9NO in total at a distorted geometry.

Structure (ORCA input):
```
! RIJCOSX wB97M-V def2-TZVPD def2/J DEFGRID3
* xyz 0 1
N -0.72 0.24 -1.62
C 0.68 0.32 -1.10
C 0.96 -0.10 0.22
C 2.36 -0.31 0.48
C 0.10 -0.32 1.26
O -2.82 0.06 0.57
H -1.04 1.19 -1.80
H 1.39 0.61 -1.81
H -0.97 0.04 1.22
H 2.92 0.58 0.18
H 2.44 -0.25 1.59
H 2.81 -1.18 0.05
H -3.71 0.25 0.82
H -1.33 -0.18 -0.80
H 0.43 -0.78 2.20
*
```

Total energy = -287.6155 a.u.
E_LUMO = -2.47 eV
Maximum force = 7.356 eV/Å

Löwdin atomic charge list, values in e, 8 entries: number 1, N, carries 0.118; number 2, C, carries 0.053; number 3, C, carries -0.366; number 4, C, carries -0.098; number 5, C, carries 0.199; number 6, O, carries -0.472; number 7, H, carries 0.101; number 8, H, carries 0.106


No. 5
DFT (ωB97M-V/def2-TZVPD) results for a cluster of 2 separate species, C4H9NO in total at a distorted geometry.

Structure (ORCA input):
```
! RIJCOSX wB97M-V def2-TZVPD def2/J DEFGRID3
* xyz 0 1
C 2.10 -1.53 0.16
C -0.78 0.23 0.12
C -0.30 1.23 1.11
C -1.40 0.67 -1.21
N -0.38 -0.98 0.31
O 2.51 -1.11 -0.93
H 1.53 -2.45 0.26
H 2.21 -1.03 1.08
H -1.09 1.48 1.76
H 0.18 2.18 0.60
H 0.50 0.79 1.66
H -1.88 -0.19 -1.56
H -0.51 0.88 -1.79
H -2.06 1.44 -1.17
H -0.63 -1.62 -0.41
*
```

Total energy = -287.7367 a.u.
E_LUMO = 0.96 eV
SMILES = CC(C)=N.C=O
Maximum force = 4.022 eV/Å

Löwdin atomic charge list, values in e, 8 entries: number 1, C, carries -0.157; number 2, C, carries -0.423; number 3, C, carries -0.053; number 4, C, carries -0.011; number 5, N, carries 0.103; number 6, O, carries -0.053; number 7, H, carries 0.063; number 8, H, carries 0.049


No. 6
DFT (ωB97M-V/def2-TZVPD) results for an isolated molecule of C4H9NO at a distorted geometry.

Structure (ORCA input):
```
! RIJCOSX wB97M-V def2-TZVPD def2/J DEFGRID3
* xyz 0 1
C -1.23 -0.45 -0.39
N -0.01 0.07 -0.69
C 1.13 -0.51 0.06
C 1.23 0.31 1.40
C -0.04 1.55 -0.96
O -1.41 -1.38 0.37
H -2.06 0.22 -0.69
H 2.06 -0.36 -0.47
H 0.85 -1.51 0.35
H 0.36 0.08 2.05
H 2.07 0.10 2.07
H 1.34 1.34 1.06
H 0.97 1.92 -1.11
H -0.59 1.67 -1.89
H -0.63 1.98 -0.16
*
```

Total energy = -287.7838 a.u.
E_LUMO = 0.91 eV
SMILES = CCN(C)C=O
Maximum force = 2.291 eV/Å

Löwdin atomic charge list, values in e, 8 entries: number 1, C, carries -0.349; number 2, N, carries -0.156; number 3, C, carries -0.182; number 4, C, carries -0.080; number 5, C, carries -0.048; number 6, O, carries 0.011; number 7, H, carries 0.136; number 8, H, carries 0.109


No. 7
DFT (ωB97M-V/def2-TZVPD) results for an isolated molecule of C4H9NO at a distorted geometry.

Structure (ORCA input):
```
! RIJCOSX wB97M-V def2-TZVPD def2/J DEFGRID3
* xyz 0 1
C -1.01 -0.19 0.41
C 0.47 0.26 0.43
C 0.86 1.27 1.25
C 1.37 -0.55 -0.43
H -2.52 -0.57 -0.88
H -1.39 0.78 -1.40
H -0.84 -1.33 0.51
H -1.67 0.32 1.22
H 1.93 1.41 1.48
H 0.07 1.77 1.75
H 1.40 -1.55 0.14
H 2.34 -0.06 -0.35
H -0.14 -0.81 -1.55
N -1.60 -0.12 -0.87
O 0.73 -0.63 -1.71
*
```

Total energy = -287.7232 a.u.
E_LUMO = 0.85 eV
SMILES = C=C(CN)CO
Maximum force = 6.803 eV/Å

Löwdin atomic charge list, values in e, 8 entries: number 1, C, carries -0.265; number 2, C, carries -0.323; number 3, C, carries 0.060; number 4, C, carries -0.211; number 5, H, carries 0.095; number 6, H, carries 0.146; number 7, H, carries 0.144; number 8, H, carries 0.134


No. 8
DFT (ωB97M-V/def2-TZVPD) results for an isolated molecule of C4H9NO.

Structure (ORCA input):
```
! RIJCOSX wB97M-V def2-TZVPD def2/J DEFGRID3
* xyz 0 1
C -0.41 1.30 -1.49
N -0.01 0.21 -0.62
C 1.39 -0.72 1.52
C -0.86 -0.96 -0.46
C -0.65 0.03 0.64
O 0.11 -0.17 1.77
H -0.07 1.09 -2.51
H 0.08 2.21 -1.15
H -1.50 1.47 -1.51
H 1.87 -0.22 0.68
H 1.98 -0.59 2.43
H 1.33 -1.80 1.30
H -0.35 -1.92 -0.46
H -1.83 -0.96 -0.96
H -1.50 0.67 0.89
*
```

Total energy = -287.7341 a.u.
E_LUMO = 1.11 eV
SMILES = CO[C@@H]1CN1C
Maximum force = 0.316 eV/Å

Löwdin atomic charge list, values in e, 8 entries: number 1, C, carries -0.092; number 2, N, carries -0.131; number 3, C, carries -0.100; number 4, C, carries -0.072; number 5, C, carries -0.355; number 6, O, carries -0.116; number 7, H, carries 0.082; number 8, H, carries 0.085


No. 9
DFT (ωB97M-V/def2-TZVPD) results for a structure of composition C4H9NO.

Structure (ORCA input):
```
! RIJCOSX wB97M-V def2-TZVPD def2/J DEFGRID3
* xyz 0 1
O 0.37 1.50 1.83
C -1.16 0.65 1.26
C -0.49 -0.57 0.68
N 0.54 -0.14 -0.27
C 0.87 -1.04 -1.36
C 0.09 0.20 -1.61
H 0.94 1.16 1.10
H -0.15 2.20 1.40
H -1.56 0.38 2.26
H 0.02 -1.23 1.40
H -1.30 -1.15 0.20
H 1.91 -1.10 -1.64
H 0.33 -1.99 -1.40
H -0.98 0.10 -1.81
H 0.57 1.05 -2.07
*
```

Total energy = -287.6228 a.u.
E_LUMO = 1.07 eV
Maximum force = 0.362 eV/Å

Löwdin atomic charge list, values in e, 8 entries: number 1, O, carries -0.039; number 2, C, carries -0.018; number 3, C, carries -0.327; number 4, N, carries -0.179; number 5, C, carries -0.137; number 6, C, carries -0.138; number 7, H, carries 0.081; number 8, H, carries 0.077


No. 10
DFT (ωB97M-V/def2-TZVPD) results for an isolated molecule of C4H9NO at a distorted geometry.

Structure (ORCA input):
```
! RIJCOSX wB97M-V def2-TZVPD def2/J DEFGRID3
* xyz 0 1
C 1.10 -1.78 0.81
C 0.20 -0.57 0.71
C -0.13 -0.06 -0.73
C -1.16 1.06 -0.53
N -0.66 2.31 -0.73
O -2.25 0.87 -0.06
H 0.56 -2.65 0.42
H 1.38 -1.95 1.85
H 2.05 -1.78 0.27
H -0.78 -0.81 1.10
H 0.52 0.29 1.29
H 0.78 0.29 -1.22
H -0.50 -0.85 -1.38
H 0.18 2.52 -1.24
H -1.28 3.10 -0.58
*
```

Total energy = -287.8230 a.u.
E_LUMO = 0.94 eV
SMILES = CCCC(N)=O
Maximum force = 1.274 eV/Å

Löwdin atomic charge list, values in e, 8 entries: number 1, C, carries -0.116; number 2, C, carries -0.256; number 3, C, carries -0.125; number 4, C, carries -0.563; number 5, N, carries 0.156; number 6, O, carries 0.051; number 7, H, carries 0.074; number 8, H, carries 0.070


No. 11
DFT (ωB97M-V/def2-TZVPD) results for an isolated molecule of C4H9NO.

Structure (ORCA input):
```
! RIJCOSX wB97M-V def2-TZVPD def2/J DEFGRID3
* xyz 0 1
C 1.75 -0.10 0.05
C 0.65 0.38 -0.88
N -0.73 0.21 -0.37
C -1.26 -1.09 0.09
C -1.13 1.15 0.56
O -0.41 1.87 1.21
H 2.74 0.03 -0.41
H 1.63 -1.17 0.28
H 1.71 0.47 0.98
H 0.74 -0.09 -1.87
H 0.78 1.46 -1.05
H -0.46 -1.79 0.31
H -1.99 -1.54 -0.60
H -1.79 -0.94 1.05
H -2.23 1.15 0.66
*
```

Total energy = -287.7847 a.u.
E_LUMO = 0.98 eV
SMILES = CCN(C)C=O
Maximum force = 0.644 eV/Å

Löwdin atomic charge list, values in e, 8 entries: number 1, C, carries -0.090; number 2, C, carries -0.222; number 3, N, carries -0.151; number 4, C, carries -0.055; number 5, C, carries -0.357; number 6, O, carries 0.051; number 7, H, carries 0.076; number 8, H, carries 0.060


No. 12
DFT (ωB97M-V/def2-TZVPD) results for an isolated molecule of C4H9NO at a distorted geometry.

Structure (ORCA input):
```
! RIJCOSX wB97M-V def2-TZVPD def2/J DEFGRID3
* xyz 0 1
C 0.04 -0.07 -0.12
C 0.67 0.99 0.80
C -0.53 -1.23 0.69
N 0.96 -0.59 -1.09
C -1.23 0.67 -0.92
O -1.22 0.79 -2.11
H 0.71 -0.36 -2.05
H 1.92 -0.28 -0.96
H -1.80 0.93 -0.03
H -1.01 -1.95 0.02
H 1.06 1.82 0.22
H -0.06 1.37 1.52
H 1.49 0.55 1.37
H 0.26 -1.75 1.23
H -1.26 -0.88 1.42
*
```

Total energy = -287.7717 a.u.
E_LUMO = 0.91 eV
SMILES = CC(C)(N)C=O
Maximum force = 5.288 eV/Å

Löwdin atomic charge list, values in e, 8 entries: number 1, C, carries -0.595; number 2, C, carries -0.055; number 3, C, carries -0.067; number 4, N, carries 0.055; number 5, C, carries -0.159; number 6, O, carries 0.080; number 7, H, carries 0.067; number 8, H, carries 0.074